DFT (the ωB97M-V functional and the def2-TZVPD basis) results for an isolated molecule of C12H16N2O4 at a distorted geometry.

Max |F| = 7.2 eV Å⁻¹
DFT total energy = -23870.4812 eV
SMILES = N[C@@H](Cc1ccccc1)C(=O)N[C@@H](CO)C(=O)O
Gap between HOMO and LUMO = 9.26 eV

XYZ file:
```
34
Properties=species:S:1:pos:R:3:forces:R:3
N -0.707 2.437 0.485 0.5552 2.3563 0.5348
C -0.336 0.964 0.552 -0.6658 1.7225 4.3053
C -1.104 0.033 -0.368 -2.2506 0.0319 1.1178
C -2.613 -0.312 -0.242 -1.6184 -0.2332 0.6507
C -3.697 0.487 -0.716 2.2948 1.1576 -0.3684
C -5.042 0.221 -0.514 1.3716 -2.3472 0.4636
C -5.473 -0.964 0.034 4.9446 -0.0472 0.9533
C -4.374 -1.779 0.531 -3.0471 -0.9397 -0.7222
C -3.029 -1.561 0.382 -0.5077 3.3890 -0.7167
C 1.151 0.568 0.555 2.7594 0.1704 4.2204
O 1.806 0.462 1.616 -1.6640 0.9412 -0.8526
N 1.819 0.289 -0.563 0.4275 -0.2350 -2.2395
C 3.224 -0.246 -0.667 -1.0527 1.6431 -0.7069
C 4.283 0.736 0.037 -1.4601 0.7147 -3.1486
O 5.623 0.402 -0.403 -0.2545 0.6218 1.5904
C 3.306 -1.677 -0.153 -2.8326 -3.5043 4.5966
O 2.337 -2.378 0.401 4.7723 3.9146 -3.7226
O 4.588 -2.086 0.027 0.7536 2.6887 -2.9190
H -0.786 3.047 1.409 0.4019 -2.6846 -2.2329
H -0.207 3.127 -0.143 -0.4839 -1.8583 0.4972
H -0.538 0.849 1.725 0.0856 -0.6586 -2.6546
H -0.700 -0.934 -0.245 1.1314 -1.1335 -0.1400
H -0.951 0.399 -1.332 0.3546 0.4017 -1.9800
H -3.484 1.448 -1.275 0.0426 -1.1768 0.8691
H -5.719 0.893 -0.833 -2.1952 2.3539 -1.1604
H -6.458 -1.195 0.248 -1.7314 -0.5096 0.1880
H -4.734 -2.721 0.954 0.5123 0.1646 0.2550
H -2.378 -2.178 0.931 1.0717 -0.8188 0.1595
H 1.117 -0.148 -1.121 0.3661 -0.3940 -1.6428
H 3.509 -0.136 -1.753 -0.4683 -0.6311 0.8899
H 4.164 1.823 -0.427 -0.6343 -2.1519 1.6473
H 4.131 0.553 1.073 0.1491 0.6747 1.0311
H 6.064 0.920 0.314 0.6253 -1.0012 -1.1336
H 5.210 -1.342 -0.519 -1.7530 -2.6219 2.3706
```
Positions in Å, forces in eV/Å.

Löwdin atomic charge list, values in e, 2 entries: 0.0030 -0.2740


DFT (the ωB97M-V functional and the def2-TZVPD basis) results for an isolated molecule of C12H16N2O6S at a distorted geometry.

Max |F| = 1.0 eV Å⁻¹
DFT total energy = -38799.8048 eV
SMILES = CCOc1ccc(S(=O)(=O)N2CCOCC2)cc1[N+](=O)[O-]
Gap between HOMO and LUMO = 8.61 eV

XYZ file:
```
37
Properties=species:S:1:pos:R:3:forces:R:3
C 0.674 -1.170 5.122 -0.1613 -0.2069 -0.3120
C -0.419 -2.068 4.557 -0.1251 0.1134 0.7596
O -0.191 -2.432 3.198 -0.1804 -0.0871 -0.3041
C -0.026 -1.567 2.194 0.0693 0.2923 -0.1854
C 0.642 -2.123 1.082 -0.0613 0.1697 0.0483
C 0.974 -1.373 -0.017 0.0128 -0.1148 0.1558
C 0.673 -0.016 -0.040 0.0364 0.4939 -0.3107
S 1.135 0.949 -1.476 -0.4194 -0.6248 0.3885
O 0.826 2.325 -1.211 -0.2043 -0.0342 0.0993
O 2.471 0.600 -1.852 0.0422 -0.2360 -0.1455
N 0.093 0.261 -2.596 0.7539 0.2746 0.6077
C 0.616 0.097 -3.941 0.3479 0.2399 -0.4846
C 0.487 1.402 -4.729 0.1710 -0.2730 -0.0024
O -0.850 1.850 -4.743 -0.1129 -0.0649 -0.1511
C -1.322 2.090 -3.435 -0.1271 -0.0240 0.2894
C -1.246 0.818 -2.583 -0.4279 0.3992 -0.0695
C 0.003 0.559 1.009 0.0007 0.1143 0.0437
C -0.388 -0.209 2.110 0.5680 -0.4990 -0.7072
N -1.239 0.468 3.054 -0.2159 0.0948 0.2022
O -2.166 -0.163 3.523 -0.3004 0.0047 -0.0072
O -1.017 1.638 3.276 0.0491 0.2941 0.1387
H 1.651 -1.613 4.944 0.0933 -0.0173 0.0321
H 0.662 -0.176 4.681 0.0201 0.1001 0.0196
H 0.525 -1.065 6.193 -0.0184 0.0340 0.1127
H -0.411 -3.033 5.070 0.0101 0.1389 -0.0742
H -1.409 -1.615 4.680 0.3382 -0.2820 -0.0252
H 0.895 -3.169 1.143 0.0481 -0.0888 0.0171
H 1.492 -1.803 -0.858 0.0678 -0.1886 -0.0760
H 1.662 -0.194 -3.848 -0.0441 -0.0856 -0.2230
H 0.045 -0.699 -4.428 0.0465 0.0406 0.0568
H 0.772 1.260 -5.773 0.0837 0.0127 0.0884
H 1.136 2.162 -4.267 -0.0159 -0.0216 -0.1007
H -2.355 2.425 -3.540 0.0536 -0.0064 0.0950
H -0.722 2.875 -2.953 -0.1325 -0.0467 -0.0918
H -1.508 1.038 -1.548 -0.2474 -0.0098 -0.0179
H -1.927 0.058 -2.979 0.0339 0.0482 0.0868
H -0.239 1.611 0.983 -0.0523 0.0463 0.0466
```
Positions in Å, forces in eV/Å.

Löwdin atomic charge list, values in e, 2 entries: -0.0453 -0.2130


DFT (the ωB97M-V functional and the def2-TZVPD basis) results for a structure of composition C12H17As2N9Ni.

Max |F| = 0.1 eV Å⁻¹
DFT total energy = -188850.1455 eV
Gap between HOMO and LUMO = 8.11 eV

XYZ file:
```
41
Properties=species:S:1:pos:R:3:forces:R:3
Ni 0.143 -0.314 0.900 0.0577 -0.0664 0.0265
C -1.691 -2.444 -1.313 0.0312 -0.0368 0.0201
As -1.135 -2.175 0.517 -0.0744 0.1145 -0.0384
C -0.574 -3.919 1.121 0.0166 -0.0154 -0.0564
C -2.828 -1.921 1.438 0.0060 -0.0498 -0.0016
C -3.851 -2.864 1.387 -0.0239 -0.0062 0.0123
C -5.044 -2.634 2.052 0.0142 -0.0097 -0.0175
C -5.223 -1.459 2.773 0.0044 0.0202 0.0069
C -4.208 -0.517 2.826 -0.0106 -0.0107 0.0031
C -3.006 -0.746 2.160 -0.0426 0.0203 0.0432
As -1.545 0.532 2.184 -0.0203 0.0740 -0.0337
C -1.203 0.761 4.071 0.0129 -0.0370 -0.0004
C -2.387 2.189 1.628 -0.0056 -0.0131 -0.0235
H -2.411 -3.259 -1.372 0.0022 -0.0092 0.0108
H -0.801 -2.676 -1.892 -0.0175 0.0013 -0.0154
H -2.148 -1.527 -1.678 0.0067 0.0025 -0.0075
H -1.356 -4.645 0.903 -0.0007 -0.0050 0.0241
H -0.387 -3.888 2.192 0.0018 0.0025 0.0043
H 0.337 -4.176 0.587 0.0225 0.0089 0.0049
H -3.721 -3.783 0.826 -0.0047 0.0009 -0.0008
H -5.838 -3.368 2.009 0.0041 -0.0004 0.0025
H -6.155 -1.279 3.291 0.0043 0.0027 0.0006
H -4.355 0.398 3.389 -0.0048 0.0014 -0.0047
H -0.832 -0.176 4.481 -0.0022 0.0055 0.0144
H -2.123 1.046 4.579 -0.0041 -0.0009 -0.0006
H -0.451 1.539 4.174 0.0003 0.0091 -0.0031
H -2.533 2.827 2.497 -0.0081 -0.0083 0.0079
H -3.343 1.969 1.157 -0.0069 -0.0028 0.0006
H -1.725 2.696 0.933 0.0055 -0.0099 0.0175
N 3.117 0.771 -0.055 0.0027 0.0292 -0.0092
C 2.351 1.573 0.748 -0.0107 0.0082 -0.0696
N 2.702 2.770 1.176 0.0200 -0.0091 0.0998
N 1.662 3.176 1.929 -0.0459 0.0350 -0.0980
N 0.734 2.293 1.944 0.0926 -0.0361 0.0618
N 1.141 1.233 1.193 -0.0113 0.0169 0.0036
C 2.697 -0.459 -0.487 -0.0396 0.0114 -0.0377
N 3.383 -1.254 -1.285 0.0271 -0.0484 0.0414
N 2.601 -2.340 -1.432 -0.0287 0.0301 -0.0236
N 1.509 -2.211 -0.775 0.0249 -0.0085 0.0131
N 1.528 -1.004 -0.147 -0.0060 0.0030 0.0035
H 3.994 1.127 -0.394 0.0107 -0.0138 0.0189
```
Positions in Å, forces in eV/Å.

Löwdin atomic charge list, values in e, 2 entries: 0.0795 -0.2490


The records above yield HOMO values of -8.935, -9.184, -8.231 eV, respectively.
The records above yield energy above the lowest of the compared OMol25 structures with the same formula, charge and spin values of 109.5, 115.7, 0.0 kcal per mole, respectively.